Record 1
Below is 12 unconnected molecules or ions with the total composition C34H68Br14O10S5 in a non-equilibrium geometry, with properties calculated with ωB97M-V/def2-TZVPD.

```
131
Properties=species:S:1:pos:R:3:mulliken_charge:R:1
C 5.4744 -0.4406 8.5158 -0.58
C 5.5595 -1.7991 7.7890 -0.61
C 4.8516 -1.6783 6.4233 -0.70
S 5.0826 0.1111 5.9127 1.05
O 3.7636 0.6119 5.5246 -0.64
O 6.2467 0.1548 5.0316 -0.63
C 5.5601 0.7255 7.5885 -0.64
H 6.2637 -0.3416 9.2611 0.33
H 4.5154 -0.3937 9.0318 0.29
H 5.1209 -2.6311 8.3401 0.33
H 6.5883 -2.1356 7.6611 0.30
H 3.7723 -1.8308 6.4175 0.36
H 5.1679 -2.3953 5.6657 0.41
H 5.0978 1.6430 7.9526 0.39
H 6.6377 0.7686 7.4300 0.33
C -0.2633 4.7841 -9.3850 -0.64
C 0.6663 5.8481 -8.7451 -0.51
C -0.0734 6.5299 -7.6309 -0.67
S -1.9109 6.3403 -8.0066 1.04
O -2.4890 7.6490 -8.4308 -0.65
O -2.5800 5.5637 -6.9886 -0.62
C -1.6094 5.4071 -9.5096 -0.72
H -0.4078 3.8388 -8.8619 0.31
H 0.0930 4.4735 -10.3671 0.36
H 1.1099 6.4391 -9.5464 0.33
H 1.4210 5.2026 -8.2960 0.24
H 0.2148 7.5457 -7.3605 0.39
H 0.0983 5.9813 -6.7048 0.34
H -1.6503 6.1039 -10.3468 0.33
H -2.5167 4.8303 -9.6891 0.46
C 3.0607 -8.3936 5.4001 -0.67
C 4.5930 -8.7200 5.3749 -0.52
C 4.6410 -9.9041 4.4138 -0.69
S 3.4968 -9.4266 2.9410 1.00
O 2.4875 -10.4626 2.7110 -0.62
O 4.2047 -8.7634 1.8157 -0.62
C 2.6663 -8.0592 3.9346 -0.68
H 2.7591 -7.5012 5.9484 0.31
H 2.5375 -9.2501 5.8253 0.34
H 5.0312 -8.9930 6.3349 0.30
H 5.0341 -7.8038 4.9822 0.30
H 4.2593 -10.8295 4.8451 0.38
H 5.6374 -10.2463 4.1340 0.41
H 1.5960 -8.0351 3.7294 0.40
H 3.0799 -7.0835 3.6793 0.36
C -8.8300 3.8902 2.0253 -0.62
C -7.4967 3.9376 1.2165 -0.66
C -7.8488 4.3391 -0.1904 -0.54
S -9.2765 5.4195 -0.0353 1.07
O -10.4064 4.7582 -0.6637 -0.63
O -8.8983 6.7553 -0.4764 -0.65
C -9.4742 5.2761 1.8181 -0.69
H -8.6918 3.6663 3.0831 0.37
H -9.4976 3.0521 1.8254 0.30
H -6.9781 2.9791 1.2364 0.33
H -6.7364 4.5706 1.6740 0.30
H -7.9527 3.4926 -0.8692 0.38
H -7.0233 4.9396 -0.5725 0.31
H -10.5351 5.4621 1.9852 0.41
H -8.8680 6.0408 2.3038 0.32
C 3.4056 -3.2608 -7.0986 -0.66
C 2.3482 -2.1252 -7.0045 -0.60
C 3.0829 -1.0054 -6.4045 -0.63
S 4.6625 -0.8318 -7.3526 1.04
O 5.7574 -0.7152 -6.4423 -0.60
O 4.5273 0.0467 -8.4864 -0.63
C 4.5410 -2.5682 -7.9908 -0.74
H 3.0560 -4.0873 -7.7173 0.32
H 3.6733 -3.5424 -6.0802 0.33
H 1.4341 -2.4523 -6.5090 0.31
H 1.9925 -2.0091 -8.0282 0.30
H 3.2655 -1.0060 -5.3299 0.37
H 2.5521 -0.0567 -6.4831 0.39
H 5.4544 -3.1594 -8.0558 0.41
H 4.2353 -2.5188 -9.0359 0.39
Br -1.0187 8.1422 1.3616 -0.14
C -2.5730 8.9633 0.3789 -0.50
C -2.0883 9.2815 -1.0337 -0.66
Br -0.8672 10.8299 -1.2502 -0.11
H -2.8986 9.8566 0.9119 0.35
H -3.3836 8.2374 0.4422 0.33
H -2.8892 9.5612 -1.7182 0.36
H -1.6218 8.4330 -1.5342 0.38
Br -4.5953 0.5711 7.5721 -0.15
C -3.2071 1.9500 7.7343 -0.55
C -2.1558 1.5380 8.7697 -0.59
Br -0.9593 3.0924 9.2875 -0.17
H -3.7811 2.8464 7.9692 0.36
H -2.7376 2.1576 6.7728 0.37
H -1.5209 0.6763 8.5636 0.38
H -2.7667 1.2983 9.6400 0.35
Br 10.8988 -3.2826 -2.4645 -0.15
C 8.9761 -3.5097 -2.3110 -0.60
C 8.3633 -2.3991 -1.4692 -0.51
Br 6.4536 -2.8128 -1.1814 -0.16
H 8.8015 -4.5530 -2.0481 0.39
H 8.6158 -3.2963 -3.3174 0.31
H 8.4002 -1.4045 -1.9136 0.36
H 8.9846 -2.4516 -0.5751 0.35
Br -11.0452 -4.7265 -2.6870 -0.18
C -9.6103 -3.7804 -3.8024 -0.50
C -8.8406 -2.8998 -2.8328 -0.67
Br -7.1110 -2.2065 -3.6285 -0.18
H -10.0061 -3.2683 -4.6795 0.39
H -8.9331 -4.5538 -4.1647 0.36
H -8.7144 -3.4684 -1.9115 0.39
H -9.3271 -2.0016 -2.4525 0.39
Br -0.6648 1.7433 -0.9585 -0.17
C -0.3039 0.0374 -0.0681 -0.62
C -1.4705 -0.2920 0.7901 -0.54
Br -1.0997 -1.9190 1.7568 -0.17
H 0.6642 0.0508 0.4327 0.40
H -0.1854 -0.6805 -0.8797 0.36
H -2.3557 -0.4533 0.1748 0.36
H -1.6793 0.5261 1.4794 0.37
Br -4.3736 -9.4658 4.4222 -0.14
C -5.2926 -8.3301 3.0710 -0.55
C -6.5096 -7.6242 3.6524 -0.58
Br -8.2491 -8.6455 3.6354 -0.14
H -5.5069 -8.9866 2.2278 0.37
H -4.5043 -7.6255 2.8058 0.31
H -6.6813 -6.7057 3.0911 0.33
H -6.3137 -7.2526 4.6582 0.39
Br 6.3029 5.4672 -2.8851 -0.19
C 5.5304 6.1440 -1.0499 -0.56
C 6.2722 5.4129 0.0768 -0.62
Br 5.9157 6.3221 1.8430 -0.16
H 4.4674 5.9035 -1.0302 0.37
H 5.6113 7.2124 -0.8497 0.38
H 7.3404 5.2221 -0.0266 0.41
H 5.8802 4.3965 0.1152 0.36
```

Output
Gap between HOMO and LUMO ... 0.3661 Ha
LUMO ... -0.15 eV
HOMO ... -0.37163 Ha
Spin multiplicity ... 1
M ... 1915.9 g mol⁻¹
Structure (SMILES) ... O=S1(=O)CCCC1.O=S1(=O)CCCC1.O=S1(=O)CCCC1.O=S1(=O)CCCC1.O=S1(=O)CCCC1.BrCCBr.BrCCBr.BrCCBr.BrCCBr.BrCCBr.BrCCBr.BrCCBr
Relative energy (zero: lowest compared OMol25 entry of this formula, charge and spin) ... 83.0 kcal per mole



Record 2
Below is a single Cl2FHSi molecule in a non-equilibrium geometry, with properties calculated with ωB97M-V/def2-TZVPD.

```
5
Properties=species:S:1:pos:R:3:mulliken_charge:R:1
F 0.2553 0.4977 1.6522 -0.21
Si 0.1905 0.0635 0.1031 0.70
Cl -1.1923 -1.8772 -0.5711 -0.35
Cl -0.6964 1.6357 -0.6083 -0.11
H 1.4428 -0.3197 -0.5759 -0.04
```

Output
Gap between HOMO and LUMO ... 0.4017 Ha
LUMO ... -0.16 eV
HOMO ... -0.40771 Ha
Spin multiplicity ... 1
M ... 119.0 g mol⁻¹
Structure (SMILES) ... F[SiH](Cl)Cl
Relative energy (zero: lowest compared OMol25 entry of this formula, charge and spin) ... 25.6 kcal per mole



Record 3
Below is a gas-phase ion, C5H6N (charge +1) in a non-equilibrium geometry, with properties calculated with ωB97M-V/def2-TZVPD.

```
12
Properties=species:S:1:pos:R:3:mulliken_charge:R:1
C 0.2030 0.3166 0.6430 0.58
C -1.1402 0.3216 0.5456 -0.27
C -2.6646 0.0131 0.2308 -0.40
C -1.5333 -0.1375 -0.6817 -0.24
C 2.6246 -0.0870 -0.0048 -0.62
N 1.2576 0.0714 0.2282 0.07
H -3.2532 -0.7966 0.7569 0.29
H -3.2400 0.9953 0.3389 0.27
H -1.2704 -0.0500 -1.7274 0.40
H 3.1097 -0.2972 0.9591 0.33
H 2.8109 -1.0131 -0.5736 0.30
H 3.0957 0.6633 -0.7151 0.30
```

Output
Gap between HOMO and LUMO (spin up / spin down) ... 0.3048 / 0.2989 Ha
LUMO (spin up / spin down) ... -3.93 / -7.95 eV
HOMO (spin up / spin down) ... -0.44926 / -0.59096 Ha
Spin multiplicity ... 3
M ... 80.1 g mol⁻¹
Total charge ... +1
Relative energy (zero: lowest compared OMol25 entry of this formula, charge and spin) ... 80.7 kcal per mole



Record 4
Below is 2 unconnected molecules or ions with the total composition Cl2H2OP2 in a non-equilibrium geometry, with properties calculated with ωB97M-V/def2-TZVPD.

```
7
Properties=species:S:1:pos:R:3:mulliken_charge:R:1
O 1.2664 -0.5515 1.6297 -0.42
P -1.4271 -0.7697 0.0986 -0.04
P 0.7293 -0.3860 0.2917 0.72
Cl 1.9149 -1.2329 -1.0690 -0.11
Cl 0.6074 2.7944 -0.2855 -0.47
H -1.4301 -0.3797 -1.2387 0.15
H -1.6609 0.5255 0.5732 0.18
```

Output
Gap between HOMO and LUMO (spin up / spin down) ... 0.2543 / 0.2243 Ha
LUMO (spin up / spin down) ... -2.89 / -3.17 eV
HOMO (spin up / spin down) ... -0.36035 / -0.34066 Ha
Spin multiplicity ... 1
M ... 150.9 g mol⁻¹
Relative energy (zero: lowest compared OMol25 entry of this formula, charge and spin) ... 67.5 kcal per mole



Record 5
Below is 11 unconnected molecules or ions with the total composition C45H93ClF8N13O16S8 in a non-equilibrium geometry, with properties calculated with ωB97M-V/def2-TZVPD.

```
184
Properties=species:S:1:pos:R:3:mulliken_charge:R:1
C -7.7958 -1.9195 20.2930 -0.60
C -8.7955 -0.8740 19.8393 -0.84
C -9.9313 -0.6898 20.8493 -0.70
C -10.8177 -1.8958 21.1003 0.46
N -12.1576 -1.5469 21.6995 0.42
C -13.0608 -0.9464 20.6399 -0.49
C -14.0797 -2.0429 20.2125 -0.76
C -13.5590 -3.3285 20.8532 0.36
C -12.8533 -2.8508 22.1075 -0.70
C -12.1043 -0.7234 22.9852 -1.13
H -8.2046 -2.9274 20.4184 -0.12
H -7.2042 -1.6990 21.1853 0.47
H -7.0381 -2.0589 19.5174 0.15
H -9.1860 -1.0778 18.8414 0.28
H -8.3097 0.1026 19.8125 0.36
H -10.5432 0.1718 20.5600 0.52
H -9.4382 -0.3576 21.7693 0.36
H -10.3232 -2.6620 21.7002 -0.28
H -11.0218 -2.4321 20.1708 -0.23
H -13.5669 -0.0275 20.9296 0.44
H -12.4259 -0.6612 19.8032 0.22
H -15.0517 -1.7197 20.5863 0.29
H -14.1653 -2.0185 19.1278 0.40
H -14.4154 -3.9611 21.0757 0.55
H -12.8488 -3.8105 20.1847 -0.52
H -13.5643 -2.5565 22.8803 0.48
H -12.1683 -3.5561 22.5724 0.31
H -11.5439 -1.2525 23.7455 0.24
H -13.1266 -0.4676 23.2485 0.52
H -11.6734 0.2093 22.6227 0.46
C -17.1153 -10.5634 17.5451 -1.41
C -16.3926 -9.2350 17.7703 -0.17
C -15.6780 -9.1918 19.1353 -0.71
C -14.1914 -9.5458 19.0551 -0.01
N -13.2610 -8.9511 20.1045 0.90
C -11.9809 -9.7770 20.1182 0.05
C -11.4163 -9.6927 21.5606 -0.24
C -12.4469 -8.9586 22.4421 -0.82
C -13.7137 -9.0233 21.5655 -0.77
C -12.9716 -7.5877 19.4770 -1.00
H -16.5516 -11.4346 17.8783 0.33
H -17.4145 -10.6681 16.5024 0.39
H -18.0429 -10.5996 18.1235 0.36
H -17.0737 -8.3998 17.5975 0.43
H -15.6547 -9.0662 16.9797 -0.02
H -16.2719 -9.7384 19.8697 0.41
H -15.8545 -8.1565 19.4548 0.27
H -13.7948 -9.3080 18.0698 -0.64
H -14.0651 -10.6242 19.1584 0.74
H -11.2451 -9.3211 19.4684 -0.34
H -12.3176 -10.7802 19.8799 0.56
H -10.5519 -9.0355 21.4567 -0.19
H -11.0571 -10.6677 21.8803 0.62
H -12.1096 -7.9486 22.6718 0.20
H -12.5820 -9.4693 23.3940 0.41
H -14.4316 -8.2176 21.7165 0.39
H -14.2075 -9.9740 21.7591 0.48
H -12.3823 -7.0907 20.2416 0.40
H -13.9481 -7.1130 19.4305 0.35
H -12.4223 -7.7262 18.5548 0.08
C -11.8474 -4.1438 17.3430 -1.03
C -10.9798 -4.9244 16.3204 -0.58
C -9.6167 -5.3510 16.8314 0.35
C -9.6418 -6.4576 17.8717 0.28
N -8.2467 -6.9216 18.3466 1.10
C -7.5513 -7.6820 17.2056 0.36
C -6.8742 -8.9003 17.7915 -0.04
C -7.8367 -9.2932 18.8964 0.33
C -8.4222 -7.9903 19.4192 1.19
C -7.4174 -5.7668 18.8813 -0.12
H -12.8243 -3.9552 16.8979 0.52
H -11.3646 -3.1667 17.4341 0.38
H -11.9072 -4.6313 18.3143 -0.07
H -10.8057 -4.2960 15.4417 0.37
H -11.5407 -5.7252 15.8325 -0.01
H -9.0468 -4.4772 17.1486 -0.15
H -9.0565 -5.8429 16.0283 -0.23
H -10.2009 -7.3337 17.5377 -0.18
H -10.1586 -6.1445 18.7838 0.33
H -6.8704 -6.9595 16.7547 -0.36
H -8.3530 -8.0416 16.5591 0.20
H -5.8996 -8.6217 18.1995 -0.55
H -6.7329 -9.7186 17.0884 0.40
H -7.3070 -9.7963 19.7062 0.13
H -8.6381 -9.9722 18.6012 -0.09
H -7.8812 -7.7518 20.3346 -0.73
H -9.4676 -8.1260 19.6860 -0.66
H -7.1895 -5.2034 17.9795 -0.46
H -6.4912 -6.1743 19.2781 0.45
H -8.0548 -5.1680 19.5256 -0.11
C -11.4376 -4.6621 11.7089 -0.91
C -12.4911 -5.3876 10.9015 -0.65
N -12.9939 -4.5274 9.8076 0.19
C -13.8442 -3.4594 9.9302 -0.31
C -13.9839 -2.9164 8.6984 -0.44
N -13.2560 -3.6744 7.7979 0.15
C -12.6956 -4.6658 8.5215 -0.06
C -13.2816 -3.5755 6.3496 -0.84
H -11.8024 -3.6669 11.9708 0.35
H -10.4129 -4.5314 11.3631 0.36
H -11.3098 -5.2196 12.6400 0.27
H -13.3286 -5.7205 11.5111 0.32
H -12.1190 -6.2970 10.4295 0.30
H -14.2752 -3.1679 10.8719 0.44
H -14.5996 -2.0767 8.4235 0.42
H -11.9015 -5.2899 8.1428 0.39
H -13.0923 -4.5225 5.8523 0.37
H -12.4772 -2.9099 6.0339 0.33
H -14.2477 -3.1607 6.0771 0.32
C -6.1612 -6.1229 22.8979 -1.19
C -6.4613 -4.6365 23.1159 0.02
N -7.2290 -4.4192 24.3279 0.41
C -8.3683 -3.6751 24.4591 0.01
C -8.7016 -3.6975 25.7805 -0.74
N -7.7997 -4.4871 26.4331 0.18
C -6.9003 -4.9140 25.5376 -0.17
C -7.7856 -4.7282 27.8671 -0.76
H -5.6021 -6.1340 21.9580 0.19
H -7.0216 -6.7618 22.7116 0.20
H -5.4766 -6.5642 23.6205 0.65
H -6.9347 -4.3013 22.1979 -0.10
H -5.4935 -4.1619 23.2854 0.22
H -8.7878 -3.1016 23.6530 0.27
H -9.3870 -3.1115 26.3695 0.43
H -5.9446 -5.3498 25.7761 0.36
H -8.5701 -5.4582 28.0846 0.37
H -8.0745 -3.8448 28.4280 0.30
H -6.8637 -5.2379 28.1303 0.29
C -6.5128 -8.6109 13.8180 -0.69
C -5.2151 -7.9760 13.4240 -0.78
N -4.3573 -7.6963 14.5859 0.30
C -3.7958 -8.6040 15.4694 -0.97
C -3.2282 -7.8963 16.4977 -0.37
N -3.5346 -6.6009 16.2896 0.19
C -4.1376 -6.4686 15.1120 -0.56
C -3.2177 -5.5350 17.2423 -0.92
H -7.1482 -8.8803 12.9703 0.49
H -7.1782 -8.0160 14.4430 -0.06
H -6.3686 -9.5911 14.2809 0.42
H -5.4493 -7.0678 12.8731 0.37
H -4.6292 -8.6546 12.8054 0.38
H -3.8704 -9.6678 15.3185 0.49
H -2.6545 -8.2278 17.3456 0.75
H -4.5796 -5.5740 14.7224 0.81
H -3.9216 -5.5597 18.0681 0.15
H -3.2671 -4.5962 16.6936 0.50
H -2.1916 -5.6659 17.5758 0.39
Cl -10.3436 -5.6757 21.6998 -0.76
N -11.5563 -9.3267 16.9117 0.14
S -12.4975 -8.8441 15.5649 1.00
O -13.7410 -9.5298 15.3814 -0.56
O -11.7444 -8.5121 14.3850 -0.66
F -12.9469 -7.4071 16.1575 -0.26
S -10.8623 -10.4717 16.1958 0.66
O -9.5799 -10.1642 15.5880 -0.52
O -11.6725 -11.4480 15.5126 -0.68
F -10.4310 -11.3135 17.5040 -0.29
N -6.2105 -4.3243 15.8968 0.23
S -6.9031 -3.8804 14.4560 1.02
O -6.1371 -3.1599 13.4796 -0.63
O -8.3067 -3.5570 14.4973 -0.56
F -6.9161 -5.3459 13.7514 -0.27
S -6.1529 -2.9289 16.4664 0.85
O -7.4065 -2.4393 16.9838 -0.56
O -5.1811 -1.9805 15.9602 -0.71
F -5.4466 -3.3006 17.8699 -0.32
N -3.4002 -9.2556 21.7436 -0.56
S -4.7677 -9.6357 22.2436 1.06
O -4.9447 -10.9917 22.6608 -0.55
O -5.8456 -8.8070 21.7279 -0.26
F -4.6289 -8.9714 23.7080 -0.39
S -3.4816 -9.3772 20.1260 1.13
O -3.5655 -8.1250 19.4198 -0.62
O -4.2201 -10.4690 19.5493 -0.47
F -1.9559 -9.7927 19.9009 -0.33
N -7.3883 -14.4670 21.5159 -0.48
S -5.9033 -14.3482 21.8057 1.10
O -5.4299 -14.3055 23.1663 -0.62
O -5.1295 -13.5354 20.8908 -0.52
F -5.4796 -15.8294 21.3108 -0.33
S -7.7914 -12.8390 21.4505 1.17
O -7.4494 -12.1057 20.2629 -0.42
O -7.7232 -12.1100 22.6734 -0.59
F -9.3862 -13.1391 21.2998 -0.34
```

Output
Gap between HOMO and LUMO ... 0.1983 Ha
LUMO ... -2.75 eV
HOMO ... -0.29930 Ha
Spin multiplicity ... 1
M ... 1516.3 g mol⁻¹
Total charge ... +1
Relative energy (zero: lowest compared OMol25 entry of this formula, charge and spin) ... 0.0 kcal per mole